# 1
ORCA calculation (the ωB97M-V functional and the def2-TZVPD basis) on C24H28FeNO as an isolated structure in a non-equilibrium geometry.

Geometry as ORCA input:
```
! RIJCOSX wB97M-V def2-TZVPD def2/J DEFGRID3
* xyz -1 5
C -4.24872 2.37864 1.29178
C -3.04164 1.79808 0.54591
N -1.75817 2.09240 1.17114
C -0.66329 1.54346 0.67400
C -0.67554 0.75679 -0.57535
C 0.62758 1.88315 1.31075
C 1.17726 3.17351 1.08126
C 2.31884 3.62752 1.75006
C 2.95003 2.80284 2.69169
C 2.45971 1.50763 2.89763
C 1.33595 1.03488 2.20479
C -1.58991 3.02195 2.31028
C -2.90088 3.60193 2.79241
O -3.98282 2.65990 2.67060
H -4.54921 3.32311 0.78027
H -5.08739 1.65809 1.32671
H -3.25858 0.72293 0.44871
H -3.05807 2.22373 -0.46140
H 0.01896 1.12839 -1.32154
H -1.67645 0.62771 -0.99194
H 0.64230 3.85362 0.41474
H 2.66781 4.65450 1.59039
H 3.83398 3.16414 3.23925
H 2.92937 0.86629 3.65427
H 0.95133 0.02969 2.38972
H -1.11698 2.55624 3.17884
H -0.93892 3.83831 1.99490
H -2.83970 3.82792 3.87504
H -3.10828 4.52487 2.19502
C -0.96716 -2.03111 0.57696
C -0.53554 -1.19834 -0.54397
C -0.29825 -1.75849 -1.78010
C 0.42717 -1.20426 -2.94426
C 0.43116 -2.20277 -3.98026
C -0.24353 -3.38518 -3.49378
C -0.66332 -3.16886 -2.14914
Fe 1.26074 -2.87487 -2.32206
C 2.06056 -3.54321 -0.64859
C 2.66608 -2.27987 -1.06789
C 3.18904 -2.46389 -2.42117
C 2.90719 -3.83911 -2.82967
C 2.21683 -4.50117 -1.73163
H -1.05517 -1.57505 1.57691
H -1.94565 -2.44579 0.23871
H -0.36511 -2.96395 0.68027
H 0.14873 -0.32719 -0.24247
H 0.79822 -0.17610 -2.95971
H 0.86388 -2.07464 -4.95448
H -0.41502 -4.29149 -4.05446
H -1.25706 -3.83077 -1.51163
H 1.65811 -3.75507 0.34771
H 2.79702 -1.39394 -0.44804
H 3.76251 -1.73583 -2.98947
H 3.22261 -4.30237 -3.77071
H 1.91740 -5.55891 -1.70700
*
```

Computed properties:
- F_max (Eh/bohr) = 0.079
- energy above the lowest of the compared OMol25 structures with the same formula, charge and spin (kcal per mole) = 142.61
- highest occupied orbital energy (alpha / beta) (eV) = 0.1601 / -3.6925
- E_tot (a.u.) = -2324.64197
- HOMO-LUMO gap (alpha / beta) (eV) = 2.712 / 6.343



# 2
ORCA calculation (the ωB97M-V functional and the def2-TZVPD basis) on the molecule C22H26N2O5.

Geometry as ORCA input:
```
! RIJCOSX wB97M-V def2-TZVPD def2/J DEFGRID3
* xyz 0 1
C -0.80207 0.25026 -3.08897
C -1.19078 0.61857 -1.69030
C -2.38485 0.16188 -1.13131
C -2.76719 0.49850 0.17848
C -1.89256 1.29161 0.92662
C -0.70736 1.74796 0.39752
C -0.35548 1.42375 -0.91253
O 0.78723 1.84259 -1.53164
C 1.64874 2.73352 -0.85665
H 2.36409 3.06824 -1.61474
C 2.41273 2.12145 0.32791
O 2.32188 2.61808 1.43829
N 3.17655 1.04903 0.06848
C 3.41589 0.50346 -1.25518
H 4.15957 1.11891 -1.78211
C 3.91690 -0.93146 -1.15070
H 3.17489 -1.53365 -0.62202
H 4.02707 -1.34461 -2.15377
C 5.24492 -1.02922 -0.38936
C 5.30485 -2.35085 0.37684
O 4.32737 -2.92126 0.80213
N 6.55852 -2.81277 0.58494
H 7.37352 -2.34546 0.23157
H 6.68021 -3.66099 1.11328
C 5.34993 0.11849 0.63444
C 3.96231 0.47384 1.14793
H 4.00793 1.21719 1.94695
H 3.46976 -0.42411 1.53576
H 5.98507 -0.17448 1.47175
H 5.79682 0.99827 0.16705
H 6.09200 -0.97903 -1.07927
H 2.49038 0.51923 -1.83141
H 1.09991 3.60442 -0.47987
H -0.05477 2.34287 1.01467
H -2.13713 1.54917 1.94387
C -4.02857 -0.00513 0.66883
C -4.77234 -0.81180 -0.12658
C -4.34600 -1.14248 -1.47985
O -4.96827 -1.84231 -2.24514
O -3.16476 -0.62144 -1.91558
C -6.07672 -1.42037 0.29438
C -6.24603 -1.38636 1.80694
C -5.94397 0.02052 2.30676
C -4.47846 0.36331 2.05382
H -3.84560 -0.17029 2.77032
H -4.32250 1.43248 2.21203
H -6.58173 0.73197 1.77797
H -6.15839 0.10563 3.37361
H -5.55649 -2.09380 2.27214
H -7.26244 -1.67814 2.07461
H -6.89015 -0.86869 -0.18747
H -6.12221 -2.44116 -0.09082
H -0.05909 -0.54685 -3.07320
H -1.66980 -0.09785 -3.64032
H -0.36333 1.10939 -3.59113
*
```

Computed properties:
- F_max (Eh/bohr) = 0.019
- structure (SMILES) = Cc1c(OCC(=O)N2CCC(C(N)=O)CC2)ccc2c3c(c(=O)oc12)CCCC3
- energy above the lowest of the compared OMol25 structures with the same formula, charge and spin (kcal per mole) = 13.56
- highest occupied orbital energy (eV) = -8.1367
- E_tot (a.u.) = -1339.71849
- HOMO-LUMO gap (eV) = 8.618



# 3
ORCA calculation (the ωB97M-V functional and the def2-TZVPD basis) on the molecule C5H7NO2 in a non-equilibrium geometry.

Geometry as ORCA input:
```
! RIJCOSX wB97M-V def2-TZVPD def2/J DEFGRID3
* xyz 0 1
C -1.31585 -0.35393 0.14726
C -0.35589 0.53045 -0.57015
C 0.76522 -0.52848 0.13221
N 0.80320 -1.87206 -0.12570
C -0.38804 1.81949 -0.82666
C 1.82388 0.14372 0.62379
O -2.04308 0.46099 1.00591
O -1.83991 -1.33288 -0.37749
H -2.94459 0.10178 1.04315
H -0.00173 -2.26402 -0.59303
H 1.70025 -2.32326 -0.17579
H 0.52728 2.36409 -0.99874
H -1.31845 2.36247 -0.75053
H 1.78715 1.20286 0.79697
H 2.80056 -0.31121 0.66879
*
```

Computed properties:
- F_max (Eh/bohr) = 0.158
- structure (SMILES) = C=C(N)C(=C)C(=O)O
- energy above the lowest of the compared OMol25 structures with the same formula, charge and spin (kcal per mole) = 87.83
- highest occupied orbital energy (eV) = -8.3280
- E_tot (a.u.) = -399.82561
- HOMO-LUMO gap (eV) = 8.084



# 4
ORCA calculation (the ωB97M-V functional and the def2-TZVPD basis) on C3H5NOS3 as an isolated structure in a non-equilibrium geometry.

Geometry as ORCA input:
```
! RIJCOSX wB97M-V def2-TZVPD def2/J DEFGRID3
* xyz 0 1
C -1.65790 0.08600 -1.75820
C 0.30483 0.58742 -0.01378
C 0.63314 0.43856 1.40052
H -1.10251 1.22535 -1.99346
H -0.87846 -0.41738 -2.12298
H -2.94810 0.05678 -1.85041
H 1.52781 -0.79918 2.63237
H 0.90040 -1.69698 -0.34854
N 0.99036 -0.76324 1.69201
O 1.90791 -1.48270 0.79031
S -1.26365 -0.09417 -0.00157
S 1.33858 1.33221 -1.04398
S 0.24756 1.52733 2.61772
*
```

Computed properties:
- F_max (Eh/bohr) = 0.144
- energy above the lowest of the compared OMol25 structures with the same formula, charge and spin (kcal per mole) = 171.49
- highest occupied orbital energy (eV) = -8.7382
- E_tot (a.u.) = -1441.59556
- HOMO-LUMO gap (eV) = 7.543



# 5
ORCA calculation (the ωB97M-V functional and the def2-TZVPD basis) on C25H66CuN6O9 as an isolated structure in a non-equilibrium geometry.

Geometry as ORCA input:
```
! RIJCOSX wB97M-V def2-TZVPD def2/J DEFGRID3
* xyz 0 2
Cu 0.76301 -0.62298 4.09539
C -0.29958 -0.33194 1.67393
O 0.59801 -1.11423 2.01443
O -0.84395 -0.31676 0.53729
O -0.66780 0.34551 2.61302
C -1.30307 -6.29605 0.51095
C -0.37130 -5.05649 0.88760
C 1.16810 -5.22462 0.77848
O 1.61529 -6.50440 1.28823
C 1.46497 -6.85341 2.72134
N -0.86763 -3.96511 0.09110
H -0.87601 -6.83466 -0.33500
H -2.34048 -6.00743 0.34192
H -1.36463 -6.93675 1.39062
H -0.62739 -4.77578 1.90923
H 1.73931 -4.47308 1.32346
H 1.45827 -5.13595 -0.26843
H 0.41377 -6.94585 2.99434
H 1.96860 -6.20837 3.44132
H 1.95918 -7.82195 2.79741
H -0.60294 -3.05295 0.43459
H -1.87612 -3.95763 0.14585
C -5.80918 -0.34375 -0.62200
C -4.30448 0.01071 -0.77668
C -4.02074 1.49244 -0.96343
O -4.46025 1.93284 -2.28714
C -3.89368 3.17492 -2.73627
N -3.66560 -0.48852 0.43752
H -5.99446 -1.41234 -0.51297
H -6.45091 0.02278 -1.42321
H -6.31585 0.07622 0.24691
H -3.84396 -0.48719 -1.62997
H -2.96769 1.74816 -0.84608
H -4.51228 2.11324 -0.21437
H -2.81643 3.04908 -2.84487
H -4.16990 3.96519 -2.03822
H -4.34106 3.43917 -3.69446
H -2.67779 -0.27806 0.43271
H -3.65137 -1.49830 0.45321
C 1.83825 2.90784 4.44721
C 2.20357 2.09246 3.18877
C 3.26131 2.81402 2.37644
O 4.49076 2.81225 3.14989
C 5.45155 3.63257 2.51721
N 2.64323 0.67858 3.49339
H 1.01090 2.36284 4.90171
H 1.49143 3.92554 4.26803
H 2.62518 2.98066 5.19791
H 1.30792 2.08624 2.56759
H 2.88005 3.79240 2.08400
H 3.38585 2.24609 1.45446
H 5.42824 3.45956 1.44128
H 6.45840 3.44231 2.88889
H 5.24845 4.66794 2.79084
H 3.35018 0.98219 4.14772
H 3.29532 0.43994 2.75995
C -0.12977 1.21479 -4.09803
C -0.70313 0.53195 -2.85510
C -1.03435 -1.00716 -2.86612
O -2.05494 -1.37520 -3.83108
C -1.94928 -2.73452 -4.24760
N 0.25842 0.83094 -1.83464
H 0.20216 2.23629 -3.91239
H -0.77791 1.26401 -4.97301
H 0.74633 0.63511 -4.38874
H -1.61607 1.07537 -2.61149
H -1.40198 -1.26415 -1.87269
H -0.06974 -1.49562 -3.00411
H -2.74955 -2.95855 -4.95293
H -1.99715 -3.44231 -3.42005
H -1.05677 -2.83303 -4.86553
H 0.19439 1.80178 -1.56356
H -0.18054 0.37503 -1.04752
C -2.03192 4.63491 2.89202
C -2.34649 3.68649 1.70334
C -1.08654 3.56833 0.79345
O -0.71276 4.82433 0.22477
C -1.56469 5.35135 -0.76959
N -2.72883 2.40765 2.38524
H -2.64347 4.55509 3.79077
H -2.08033 5.68807 2.61526
H -1.03999 4.45479 3.30641
H -3.17841 3.94940 1.04996
H -1.10787 2.78106 0.03989
H -0.19957 3.36839 1.39463
H -1.21841 5.02042 -1.74871
H -1.54197 6.44083 -0.79414
H -2.58810 4.98682 -0.68094
H -1.94400 1.81887 2.62498
H -3.17166 1.71275 1.80119
C 2.25253 -2.60621 -1.21112
C 3.19263 -1.42121 -0.80985
C 4.10292 -0.96621 -1.94227
O 4.71257 -2.05809 -2.63097
C 5.61291 -1.73168 -3.59311
N 2.42811 -0.37122 -0.19227
H 2.83094 -3.53007 -1.21235
H 1.70859 -2.36912 -2.12547
H 1.48947 -2.67580 -0.43588
H 3.85417 -1.80281 -0.03213
H 4.91142 -0.35966 -1.53420
H 3.63168 -0.30855 -2.67270
H 6.00456 -0.72694 -3.43437
H 5.10386 -1.78756 -4.55532
H 6.49109 -2.37026 -3.68862
H 1.87014 -0.85998 0.49322
H 1.72440 0.09144 -0.74981
*
```

Computed properties:
- F_max (Eh/bohr) = 0.101
- highest occupied orbital energy (alpha / beta) (eV) = -8.5712 / -8.5636
- E_tot (a.u.) = -3638.04403
- HOMO-LUMO gap (alpha / beta) (eV) = 6.952 / 5.375



# 6
ORCA calculation (the ωB97M-V functional and the def2-TZVPD basis) on the molecule C12H14F8N4OS in a non-equilibrium geometry.

Geometry as ORCA input:
```
! RIJCOSX wB97M-V def2-TZVPD def2/J DEFGRID3
* xyz 0 1
C 5.70340 -2.19778 1.89006
C 4.50294 -1.46921 1.28249
S 3.93786 -2.40798 -0.17878
C 4.23946 -1.19733 -1.51935
C 3.17211 -0.16415 -1.42110
N 2.01708 -0.46502 -1.98645
N 1.05547 0.42419 -1.85591
C 1.35447 1.51641 -1.17436
C 0.24625 2.49567 -0.97951
C -0.48913 2.10608 0.29881
O -1.89191 2.31311 0.16792
C -2.59414 1.75854 1.25219
C -3.28943 0.45119 0.87767
F -4.23306 0.24845 1.81183
F -2.43737 -0.55742 0.91709
C -3.98370 0.51937 -0.48906
F -4.58868 1.71861 -0.52737
F -3.13395 0.47682 -1.49055
C -5.10896 -0.55395 -0.72197
F -6.29553 -0.09426 -0.37903
F -5.14891 -0.78233 -2.03930
C -4.87631 -1.91965 -0.06328
F -5.94496 -2.67403 -0.38158
F -3.80730 -2.51031 -0.57361
N 2.51428 1.83333 -0.64519
N 3.48370 0.93901 -0.77767
H 5.38898 -3.20094 2.15443
H 6.43703 -2.29818 1.10252
H 6.10194 -1.68214 2.75513
H 3.70448 -1.32046 1.99938
H 4.80447 -0.48660 0.93624
H 5.20729 -0.74052 -1.37996
H 4.14871 -1.71762 -2.46132
H -0.40726 2.49566 -1.84323
H 0.66912 3.48672 -0.89584
H -0.33053 1.03487 0.43350
H -0.05545 2.59734 1.16960
H -3.33797 2.43159 1.66250
H -1.90926 1.48862 2.05232
H -4.82523 -1.89568 1.02080
*
```

Computed properties:
- F_max (Eh/bohr) = 0.036
- structure (SMILES) = CCSCc1nnc(CCOCC(F)(F)C(F)(F)C(F)(F)C(F)F)nn1
- energy above the lowest of the compared OMol25 structures with the same formula, charge and spin (kcal per mole) = 0.00
- highest occupied orbital energy (eV) = -8.9761
- E_tot (a.u.) = -1956.95638
- HOMO-LUMO gap (eV) = 7.968



Please write out number 3 again, unchanged.
ORCA calculation (the ωB97M-V functional and the def2-TZVPD basis) on the molecule C5H7NO2 in a non-equilibrium geometry.

Geometry as ORCA input:
```
! RIJCOSX wB97M-V def2-TZVPD def2/J DEFGRID3
* xyz 0 1
C -1.31585 -0.35393 0.14726
C -0.35589 0.53045 -0.57015
C 0.76522 -0.52848 0.13221
N 0.80320 -1.87206 -0.12570
C -0.38804 1.81949 -0.82666
C 1.82388 0.14372 0.62379
O -2.04308 0.46099 1.00591
O -1.83991 -1.33288 -0.37749
H -2.94459 0.10178 1.04315
H -0.00173 -2.26402 -0.59303
H 1.70025 -2.32326 -0.17579
H 0.52728 2.36409 -0.99874
H -1.31845 2.36247 -0.75053
H 1.78715 1.20286 0.79697
H 2.80056 -0.31121 0.66879
*
```

Computed properties:
- F_max (Eh/bohr) = 0.158
- structure (SMILES) = C=C(N)C(=C)C(=O)O
- energy above the lowest of the compared OMol25 structures with the same formula, charge and spin (kcal per mole) = 87.83
- highest occupied orbital energy (eV) = -8.3280
- E_tot (a.u.) = -399.82561
- HOMO-LUMO gap (eV) = 8.084



What did the first record say?
ORCA calculation (the ωB97M-V functional and the def2-TZVPD basis) on C24H28FeNO as an isolated structure in a non-equilibrium geometry.

Geometry as ORCA input:
```
! RIJCOSX wB97M-V def2-TZVPD def2/J DEFGRID3
* xyz -1 5
C -4.24872 2.37864 1.29178
C -3.04164 1.79808 0.54591
N -1.75817 2.09240 1.17114
C -0.66329 1.54346 0.67400
C -0.67554 0.75679 -0.57535
C 0.62758 1.88315 1.31075
C 1.17726 3.17351 1.08126
C 2.31884 3.62752 1.75006
C 2.95003 2.80284 2.69169
C 2.45971 1.50763 2.89763
C 1.33595 1.03488 2.20479
C -1.58991 3.02195 2.31028
C -2.90088 3.60193 2.79241
O -3.98282 2.65990 2.67060
H -4.54921 3.32311 0.78027
H -5.08739 1.65809 1.32671
H -3.25858 0.72293 0.44871
H -3.05807 2.22373 -0.46140
H 0.01896 1.12839 -1.32154
H -1.67645 0.62771 -0.99194
H 0.64230 3.85362 0.41474
H 2.66781 4.65450 1.59039
H 3.83398 3.16414 3.23925
H 2.92937 0.86629 3.65427
H 0.95133 0.02969 2.38972
H -1.11698 2.55624 3.17884
H -0.93892 3.83831 1.99490
H -2.83970 3.82792 3.87504
H -3.10828 4.52487 2.19502
C -0.96716 -2.03111 0.57696
C -0.53554 -1.19834 -0.54397
C -0.29825 -1.75849 -1.78010
C 0.42717 -1.20426 -2.94426
C 0.43116 -2.20277 -3.98026
C -0.24353 -3.38518 -3.49378
C -0.66332 -3.16886 -2.14914
Fe 1.26074 -2.87487 -2.32206
C 2.06056 -3.54321 -0.64859
C 2.66608 -2.27987 -1.06789
C 3.18904 -2.46389 -2.42117
C 2.90719 -3.83911 -2.82967
C 2.21683 -4.50117 -1.73163
H -1.05517 -1.57505 1.57691
H -1.94565 -2.44579 0.23871
H -0.36511 -2.96395 0.68027
H 0.14873 -0.32719 -0.24247
H 0.79822 -0.17610 -2.95971
H 0.86388 -2.07464 -4.95448
H -0.41502 -4.29149 -4.05446
H -1.25706 -3.83077 -1.51163
H 1.65811 -3.75507 0.34771
H 2.79702 -1.39394 -0.44804
H 3.76251 -1.73583 -2.98947
H 3.22261 -4.30237 -3.77071
H 1.91740 -5.55891 -1.70700
*
```

Computed properties:
- F_max (Eh/bohr) = 0.079
- energy above the lowest of the compared OMol25 structures with the same formula, charge and spin (kcal per mole) = 142.61
- highest occupied orbital energy (alpha / beta) (eV) = 0.1601 / -3.6925
- E_tot (a.u.) = -2324.64197
- HOMO-LUMO gap (alpha / beta) (eV) = 2.712 / 6.343



Q: Which formula does entry 3 have?
A: C5H7NO2



Q: Among the records above, which one has the lowest E_tot?
A: C25H66CuN6O9